{"formula": "C28H23NO3", "method": "ωB97M-V/def2-TZVPD", "total_charge": 0, "smiles": "O=C(/C=C/c1ccc(OCc2ccccc2)c(OCc2ccccc2)c1)c1cccnc1", "e_homo_ha": -0.300, "lumo_energy_ev": -0.4, "species": ["O", "C", "C", "C", "C", "C", "C", "C", "C", "C", "H", "O", "C", "C", "C", "C", "C", "C", "C", "H", "H", "H", "H", "H", "H", "H", "O", "C", "C", "C", "C", "C", "C", "C", "H", "H", "H", "H", "H", "H", "H", "H", "H", "H", "H", "C", "C", "N", "C", "C", "C", "H", "H", "H", "H"], "coordinates": [[4.63034, 3.02300, -0.41441], [4.44979, 1.84170, -0.17580], [3.13525, 1.20166, -0.23534], [2.03365, 1.93537, -0.47650], [0.66982, 1.48289, -0.58456], [-0.33143, 2.41113, -0.86086], [-1.65358, 2.02389, -0.98165], [-2.01377, 0.69436, -0.82771], [-1.00949, -0.26344, -0.53645], [0.30401, 0.13711, -0.42170], [1.07024, -0.58760, -0.20326], [-1.46402, -1.53486, -0.39140], [-0.54189, -2.56023, -0.11038], [-1.26247, -3.88101, -0.00164], [-0.53322, -5.02696, 0.29284], [-1.16752, -6.25089, 0.39664], [-2.53681, -6.34136, 0.20707], [-3.26572, -5.20252, -0.08604], [-2.63281, -3.97533, -0.19053], [-3.19452, -3.08378, -0.41947], [-4.33358, -5.26791, -0.23459], [-3.03175, -7.29780, 0.28801], [-0.59267, -7.13628, 0.62522], [0.53558, -4.95732, 0.44037], [0.21366, -2.62487, -0.90974], [-0.01804, -2.35427, 0.83691], [-3.26916, 0.19560, -0.93483], [-4.32919, 1.07841, -1.23292], [-4.63309, 2.07032, -0.13516], [-4.36619, 1.75350, 1.18959], [-4.65275, 2.65978, 2.19476], [-5.21638, 3.88565, 1.88557], [-5.49123, 4.20385, 0.56620], [-5.19781, 3.30179, -0.44068], [-5.40819, 3.55358, -1.47089], [-5.93131, 5.15873, 0.31961], [-5.44052, 4.59272, 2.67022], [-4.43720, 2.40656, 3.22218], [-3.92962, 0.79464, 1.42758], [-4.13947, 1.60289, -2.17978], [-5.19284, 0.41854, -1.37697], [-2.40286, 2.77128, -1.18664], [-0.07286, 3.45172, -0.98453], [2.18705, 3.00088, -0.60539], [3.10083, 0.13142, -0.10368], [5.59258, 0.94862, 0.16608], [6.82899, 1.16231, -0.44680], [7.89954, 0.43182, -0.20850], [7.80164, -0.55232, 0.66954], [6.62987, -0.85181, 1.34936], [5.50491, -0.08636, 1.09334], [4.58376, -0.27129, 1.62818], [6.60155, -1.65708, 2.06740], [8.70771, -1.11942, 0.83860], [6.94071, 1.96162, -1.16735]], "lowdin_charge": [0.08, -0.38, -0.01, -0.01, -0.22, -0.02, 0.01, -0.18, -0.17, 0.05, 0.10, -0.03, -0.15, -0.19, -0.05, -0.09, -0.10, -0.08, -0.02, 0.11, 0.10, 0.10, 0.10, 0.11, 0.14, 0.14, -0.02, -0.14, -0.22, -0.03, -0.07, -0.09, -0.08, -0.05, 0.11, 0.10, 0.10, 0.10, 0.12, 0.13, 0.14, 0.11, 0.12, 0.12, 0.10, -0.14, -0.08, 0.07, -0.15, -0.06, -0.02, 0.11, 0.10, 0.10, 0.12]}